# 1
{
  "formula": "C41H47BCl3HfN8O9P",
  "method": "the ωB97M-V functional and the def2-TZVPD basis",
  "elements": ["Hf", "Cl", "Cl", "Cl", "P", "O", "O", "O", "O", "O", "O", "O", "O", "O", "N", "N", "N", "N", "N", "N", "N", "N", "C", "C", "C", "C", "C", "C", "C", "C", "C", "C", "C", "C", "C", "C", "C", "C", "C", "C", "C", "C", "C", "C", "C", "C", "C", "C", "C", "C", "C", "C", "C", "C", "C", "C", "C", "C", "C", "C", "C", "C", "C", "B", "H", "H", "H", "H", "H", "H", "H", "H", "H", "H", "H", "H", "H", "H", "H", "H", "H", "H", "H", "H", "H", "H", "H", "H", "H", "H", "H", "H", "H", "H", "H", "H", "H", "H", "H", "H", "H", "H", "H", "H", "H", "H", "H", "H", "H", "H", "H"],
  "coordinates": [[0.31737, -0.61213, 1.44244], [-2.06231, -6.74778, 0.51353], [-2.80532, -6.24607, 3.55730], [2.63193, 1.46667, 2.05279], [1.00585, 1.76775, -1.30542], [-2.78046, 0.67674, 2.22967], [1.24760, 1.95877, 1.92487], [0.81256, 0.60397, -0.37004], [3.23630, 1.93918, 3.27121], [-0.34688, 0.47172, 3.29131], [0.37477, -2.74480, 5.41752], [2.51448, -4.23427, 1.32327], [-3.11574, -0.94924, 0.66226], [2.34685, -0.06591, 2.19493], [1.52835, 1.18270, -2.75352], [0.39007, 0.57144, 4.37072], [-0.44717, 2.53417, -1.36461], [0.98373, -2.60136, 0.86106], [3.03370, -1.41358, -0.68340], [-0.74714, -1.52600, -0.82554], [2.09465, 2.92668, -0.94382], [0.21880, -2.03476, 3.22840], [-1.38041, -5.41689, 1.39519], [-1.17169, -4.12046, 3.43305], [-5.13310, 1.37559, 2.44798], [0.02893, -3.49569, 1.44175], [1.62744, -0.35710, 6.13992], [-1.49486, -1.91965, -1.60047], [0.86964, -0.51759, 4.99061], [-1.99115, -3.93876, -2.82460], [-0.30861, -3.25394, 2.77217], [-2.23427, -1.69943, -3.94812], [3.54852, 2.71884, -0.98769], [-2.39038, -2.47052, -2.64093], [-0.50048, -4.56878, 0.74671], [4.62139, -2.52888, 0.72184], [1.76084, 4.17354, -0.24248], [0.45489, -1.89194, 4.53204], [4.11117, 3.80780, -0.07634], [3.08794, 4.92452, -0.20708], [3.32525, -2.29496, 0.26599], [-2.30684, 2.95204, -2.72271], [1.87549, 0.90440, 6.64076], [4.04352, -0.72574, -1.20931], [-4.32159, -0.38384, 0.99883], [1.32768, 2.00346, 5.99468], [-6.63731, 0.07543, 1.06168], [2.19164, 1.94236, -3.82051], [1.70469, 1.28425, -5.10675], [-0.85942, 3.36428, -2.49590], [0.93127, -0.04409, -3.29156], [-5.58930, -0.68842, 0.54942], [-1.70330, -5.18921, 2.73125], [0.58564, 1.81386, 4.85540], [2.22534, -3.13727, 0.85917], [-2.80884, 2.77446, -1.29848], [-3.82899, -2.36534, -2.14289], [-6.41463, 1.08895, 1.98598], [1.53675, -0.16594, -4.68442], [5.36182, -0.86922, -0.81299], [5.65060, -1.79478, 0.17796], [-1.61986, 2.13845, -0.57158], [-4.10544, 0.61193, 1.93530], [-2.12099, -0.29989, 1.44292], [3.27860, 1.84810, -3.73985], [0.74605, 1.70880, -5.41055], [2.40639, 1.41860, -5.92882], [-2.87524, 3.68131, -3.30010], [0.13087, 2.58629, 4.25392], [-1.43817, -3.97338, 4.46779], [3.80883, 1.70530, -0.66577], [-2.46938, -0.64597, -3.81567], [1.95312, 3.00266, -3.76549], [-3.95374, -2.86644, -1.18657], [-5.77180, -1.48668, -0.14802], [-0.80073, 4.42888, -2.23929], [0.91331, -0.74650, -5.36314], [2.51016, -0.65611, -4.62778], [-0.15305, 0.07886, -3.35050], [-4.48290, -2.83210, -2.87803], [-4.12110, -1.32564, -2.02322], [1.48042, 3.01006, 6.35140], [3.92059, 2.84568, -2.00667], [4.78242, -3.27507, 1.48397], [-2.93033, -2.11485, -4.67533], [4.16896, 3.46525, 0.95568], [5.11614, 4.10866, -0.37367], [-0.21163, -4.74264, -0.27968], [-7.25129, 1.65765, 2.36237], [-4.94189, 2.14615, 3.17848], [-0.22073, 3.19514, -3.35868], [1.14325, -0.88429, -2.63168], [0.98272, 4.71491, -0.78154], [-0.95826, -4.02812, -3.15641], [3.24163, 5.46971, -1.14088], [-2.63953, -4.39152, -3.57466], [6.13581, -0.27886, -1.27632], [1.40046, 3.95685, 0.76474], [-3.70114, 2.15145, -1.22288], [-2.10289, -4.49126, -1.89435], [3.12864, 5.64380, 0.60991], [1.97000, -1.25982, 6.62133], [6.66866, -1.94228, 0.51105], [-3.05041, 3.74580, -0.86529], [-1.22973, -1.79092, -4.35105], [-2.33270, 2.00142, -3.25789], [2.47171, 1.03098, 7.53129], [-7.64611, -0.13357, 0.73853], [-1.53508, 2.48827, 0.45979], [3.77813, -0.01377, -1.97248], [-1.70006, 1.04947, -0.55881]],
  "forces_ev_per_angstrom": [[0.0, -0.2, -0.2], [0.0, 0.0, 0.0], [0.0, 0.0, 0.0], [-0.4, -1.1, -0.4], [-0.3, -0.1, 0.1], [0.2, -0.1, -0.1], [0.2, 0.7, 0.0], [0.1, -0.2, 0.6], [0.1, 0.0, 0.3], [-0.1, -0.1, -0.6], [0.0, 0.2, -0.2], [0.1, 0.0, -0.2], [-0.2, 0.1, 0.2], [0.3, 0.6, 0.1], [0.1, 0.3, 0.3], [0.1, 0.3, 0.2], [0.2, 0.1, -0.4], [0.0, -0.1, 0.2], [-0.1, -0.1, 0.1], [-0.5, 0.2, 0.2], [0.1, 0.0, -0.2], [-0.2, 0.0, 0.1], [0.0, 0.0, 0.0], [0.0, 0.1, -0.1], [0.1, -0.1, -0.1], [0.1, -0.2, -0.3], [-0.1, 0.0, -0.1], [0.2, 0.1, -0.3], [0.1, 0.0, 0.1], [-0.1, 0.0, -0.1], [0.1, 0.1, -0.3], [0.0, 0.0, 0.0], [0.2, -0.3, 0.1], [0.1, -0.2, 0.4], [0.0, 0.2, 0.2], [-0.2, 0.0, 0.0], [-0.2, 0.2, 0.1], [0.0, -0.2, 0.3], [0.2, -0.1, -0.1], [-0.1, 0.1, 0.0], [0.2, -0.2, 0.0], [0.0, 0.1, -0.2], [0.0, 0.0, 0.0], [0.1, -0.1, 0.1], [0.0, -0.1, -0.1], [-0.1, 0.0, -0.1], [0.0, 0.0, 0.0], [0.1, 0.2, 0.0], [0.1, 0.1, 0.0], [0.1, 0.1, 0.0], [-0.1, -0.3, 0.1], [0.0, 0.1, 0.1], [-0.1, -0.2, 0.0], [0.0, -0.1, 0.0], [0.2, -0.2, 0.3], [-0.1, -0.1, 0.1], [-0.1, 0.0, 0.0], [0.0, 0.0, 0.0], [0.0, -0.2, 0.0], [-0.1, 0.0, 0.0], [0.2, 0.0, 0.0], [-0.1, -0.1, 0.2], [-0.1, 0.1, 0.1], [-0.3, 0.1, 0.0], [0.0, 0.0, 0.0], [-0.1, 0.0, 0.0], [0.0, 0.0, 0.0], [0.0, 0.0, 0.0], [0.0, 0.0, 0.1], [0.0, 0.0, 0.0], [0.0, 0.3, 0.0], [0.0, 0.1, 0.0], [0.0, 0.1, 0.0], [0.0, 0.0, 0.1], [0.0, -0.1, -0.1], [0.0, 0.0, 0.0], [0.0, 0.0, 0.0], [0.0, 0.0, 0.0], [-0.1, -0.1, 0.0], [-0.1, 0.0, 0.0], [0.0, 0.1, 0.0], [0.0, 0.0, 0.0], [0.0, 0.0, 0.0], [0.0, 0.0, 0.0], [0.0, 0.0, 0.0], [0.0, -0.1, 0.1], [0.0, 0.0, 0.0], [0.0, 0.0, 0.0], [-0.1, 0.0, 0.0], [0.0, 0.1, 0.1], [0.1, 0.0, -0.1], [0.0, 0.0, 0.0], [0.0, 0.0, 0.1], [0.1, 0.0, 0.0], [0.0, 0.0, 0.0], [0.0, 0.0, 0.0], [0.1, 0.1, -0.1], [0.0, 0.1, 0.0], [0.0, 0.0, 0.0], [0.0, -0.1, 0.1], [0.0, 0.0, 0.0], [0.0, 0.0, 0.0], [0.0, 0.0, 0.0], [0.0, 0.0, 0.0], [0.1, 0.0, 0.0], [0.0, -0.1, 0.0], [0.0, 0.0, 0.1], [-0.1, 0.0, 0.0], [0.0, -0.1, 0.0], [-0.1, 0.1, -0.3], [0.0, 0.1, 0.0]],
  "e_lumo_ha": 0.0089,
  "orbital_gap_ev": 7.68,
  "e_homo_ev": -7.4,
  "total_charge": 0,
  "molar_mass_g_mol": 1122.509,
  "max_force_ev_per_a": 1.2,
  "e_tot_ev": -122469.764
}

---

# 2
{
  "formula": "C41H47CoF4N2OP2S",
  "method": "the ωB97M-V functional and the def2-TZVPD basis",
  "elements": ["Co", "S", "P", "P", "F", "F", "F", "F", "O", "N", "N", "C", "C", "C", "C", "C", "C", "C", "C", "C", "C", "C", "C", "C", "C", "C", "C", "C", "C", "C", "C", "C", "C", "C", "C", "C", "C", "C", "C", "C", "C", "C", "C", "C", "C", "C", "C", "C", "C", "C", "C", "C", "H", "H", "H", "H", "H", "H", "H", "H", "H", "H", "H", "H", "H", "H", "H", "H", "H", "H", "H", "H", "H", "H", "H", "H", "H", "H", "H", "H", "H", "H", "H", "H", "H", "H", "H", "H", "H", "H", "H", "H", "H", "H", "H", "H", "H", "H", "H"],
  "coordinates": [[-0.60942, -0.18897, -0.02593], [0.75792, -3.20696, 0.06325], [-5.20884, -2.48855, -1.26999], [-2.34419, -1.89272, 0.03723], [4.82411, 2.06525, 2.40156], [2.15302, 2.15733, 2.43713], [4.71588, -0.07352, -1.78191], [2.03008, 0.05338, -1.79113], [0.74061, -1.68823, 0.26611], [-1.92486, 1.34550, -0.20399], [0.62284, 1.19079, 0.29782], [2.70920, 0.49932, -0.71262], [-6.03091, -5.93212, 0.91568], [-4.19508, -1.80672, 0.14352], [-6.74926, -1.54826, -0.94651], [-2.37279, -4.33215, 1.53548], [-1.27647, -2.43004, 2.50849], [3.09043, -3.00035, -1.64353], [-5.66797, -4.16917, -0.69696], [-2.83205, 1.25201, -1.36334], [-2.09126, -5.07094, 2.67375], [4.15275, 1.55532, 1.36438], [-9.11666, -0.10707, -0.64738], [-1.33453, -1.90588, -2.50898], [-1.12503, 2.59334, -0.34230], [4.83694, 0.97178, 0.31993], [-8.38117, 0.00806, -1.81571], [-6.05616, -5.05135, -1.70770], [-8.67011, -0.93442, 0.37704], [-1.41296, -4.48848, 3.73734], [-1.51363, -3.63598, -4.15777], [0.04948, 2.49465, 0.59904], [-7.20204, -0.71210, -1.96410], [-2.70531, 1.42894, 1.04938], [3.11201, -3.26398, 1.73055], [-5.66119, -4.62725, 0.61843], [-2.41081, -3.97217, -1.94916], [-7.49549, -1.65215, 0.22741], [-6.41384, -6.79757, -0.09861], [3.37987, -2.96546, -3.14154], [-2.16479, -4.43953, -3.22909], [-1.95712, -3.00430, 1.43427], [1.72563, -3.62687, -1.39682], [-1.09324, -2.36620, -3.79677], [2.77195, 1.61632, 1.37256], [-6.43350, -6.35229, -1.41287], [1.72782, -3.83824, 1.43540], [3.06982, -1.88656, 2.39061], [4.08854, 0.45436, -0.71984], [-1.01092, -3.16428, 3.65682], [-1.99444, -2.69564, -1.56778], [1.99861, 1.08826, 0.33664], [3.60215, -3.97428, 2.40069], [4.37214, -2.56245, -3.33389], [2.56564, -1.93751, 3.35820], [-1.34102, -3.99919, -5.16219], [-6.63019, -0.63323, -2.88158], [2.65604, -2.33432, -3.66021], [3.71697, -3.22383, 0.82822], [2.53883, -1.16659, 1.76991], [-4.50248, -0.76020, 0.15252], [-0.26544, 2.58491, 1.64372], [3.33361, -3.96754, -3.57252], [-3.36443, 0.30569, -1.38004], [-2.41385, -6.10228, 2.73409], [-10.04385, 0.43893, -0.53412], [-1.74661, 3.47726, -0.16157], [-9.24563, -1.02453, 1.28906], [-6.02284, -6.27070, 1.94392], [-0.99843, -0.90221, -2.24954], [-8.72714, 0.64920, -2.61570], [-0.95101, -1.39716, 2.44983], [-1.20673, -5.06443, 4.62979], [1.03254, -3.35480, -2.19443], [-6.73705, -7.02020, -2.20815], [0.74857, 3.31300, 0.41189], [-5.37302, -3.97762, 1.43535], [-0.48843, -2.70154, 4.48394], [1.06221, -3.67770, 2.28708], [-7.16798, -2.30797, 1.02573], [1.77169, -4.71936, -1.36573], [-2.92644, -4.61815, -1.25332], [-6.06302, -4.70758, -2.73631], [-4.46133, -2.21226, 1.11966], [-2.49862, -5.43014, -3.50889], [-0.58011, -1.73533, -4.51078], [-6.69522, -7.81565, 0.13563], [3.86570, -3.57951, -1.14263], [-2.93502, -4.79932, 0.74111], [-2.25196, 1.33589, -2.28057], [4.07964, -1.51332, 2.55984], [-3.56801, 2.06141, -1.33868], [3.11177, -1.99632, -1.23100], [-0.75451, 2.62640, -1.36599], [1.74608, -4.91443, 1.23713], [5.91604, 0.93208, 0.30628], [-3.31028, 0.53943, 1.19201], [-3.36493, 2.30141, 1.02374], [-2.03352, 1.51886, 1.90001]],
  "forces_ev_per_angstrom": [[-0.7, 0.0, 0.2], [0.0, -0.1, 0.2], [0.0, 0.1, 0.0], [0.4, -0.3, -0.2], [0.0, 0.0, 0.0], [0.0, 0.0, 0.0], [0.0, -0.1, -0.1], [0.0, 0.0, 0.1], [0.1, 0.4, -0.5], [0.1, -0.1, 0.0], [0.3, -0.5, 0.1], [0.0, 0.1, -0.1], [0.0, 0.0, 0.0], [0.1, 0.2, 0.0], [0.0, -0.1, 0.0], [0.0, 0.0, 0.0], [-0.2, 0.1, 0.0], [0.0, -0.1, -0.1], [0.1, 0.0, -0.1], [-0.1, 0.0, 0.0], [0.0, 0.0, 0.0], [0.0, 0.0, 0.0], [0.0, 0.0, 0.0], [0.0, 0.0, 0.1], [0.1, 0.2, 0.1], [0.0, 0.0, 0.0], [0.0, 0.0, 0.0], [0.0, 0.0, 0.0], [0.0, 0.0, 0.0], [0.0, 0.0, 0.0], [0.0, 0.0, 0.0], [-0.1, -0.2, -0.1], [0.0, 0.0, 0.0], [-0.1, 0.0, 0.0], [0.0, 0.2, 0.0], [0.0, 0.0, 0.0], [0.1, -0.1, 0.1], [0.0, 0.0, 0.0], [0.0, 0.0, 0.0], [0.0, 0.1, 0.1], [0.0, 0.0, 0.0], [-0.1, 0.1, 0.1], [0.0, 0.2, 0.1], [0.0, 0.0, 0.0], [0.0, -0.1, 0.1], [0.0, 0.0, 0.0], [0.0, 0.0, 0.0], [0.0, 0.0, 0.0], [0.0, 0.0, 0.0], [-0.1, 0.0, 0.0], [-0.1, 0.0, 0.0], [0.0, 0.1, 0.0], [0.0, 0.0, 0.0], [0.0, 0.0, 0.0], [0.0, 0.0, 0.0], [0.0, 0.0, 0.0], [0.0, 0.0, 0.0], [0.0, 0.0, 0.0], [0.0, 0.0, 0.0], [0.0, 0.0, 0.0], [0.1, 0.0, 0.1], [0.0, 0.1, 0.0], [0.0, 0.0, 0.0], [0.0, -0.1, 0.1], [0.0, 0.0, 0.0], [0.0, 0.0, 0.0], [-0.1, -0.1, 0.0], [0.0, 0.0, 0.0], [0.0, 0.0, 0.0], [0.0, 0.0, 0.0], [0.0, 0.0, 0.0], [0.0, 0.0, 0.0], [0.0, 0.0, 0.0], [0.0, 0.0, -0.1], [0.0, 0.0, 0.0], [0.0, 0.0, -0.1], [0.0, 0.0, 0.0], [0.0, 0.0, 0.0], [0.0, -0.1, 0.0], [0.0, 0.0, 0.0], [-0.1, 0.0, 0.0], [-0.1, 0.0, 0.0], [0.0, 0.0, 0.0], [-0.1, 0.0, 0.0], [0.0, 0.0, 0.0], [0.0, 0.0, 0.0], [0.0, 0.0, 0.0], [0.0, 0.0, 0.0], [0.0, 0.0, 0.0], [0.0, 0.0, 0.0], [0.0, 0.0, 0.0], [0.0, 0.0, 0.0], [0.0, 0.1, 0.0], [0.0, 0.0, 0.0], [0.1, 0.0, 0.0], [0.0, 0.0, 0.0], [0.0, 0.0, -0.1], [0.0, 0.0, 0.0], [0.0, 0.0, 0.0]],
  "e_lumo_ha": [-0.0868, -0.0794],
  "orbital_gap_ev": [7.66, 7.89],
  "spin_multiplicity": 2,
  "e_homo_ev": [-10.0, -10.1],
  "total_charge": 1,
  "molar_mass_g_mol": 812.780,
  "max_force_ev_per_a": 0.7,
  "e_tot_ev": -126211.404
}

---

Number 1 is which compound? C41H47BCl3HfN8O9P